1.
{
  "formula": "C48H72O36",
  "method": "the ωB97M-V functional and the def2-TZVPD basis",
  "symbols": ["C", "C", "H", "O", "O", "H", "O", "C", "C", "H", "O", "H", "H", "C", "H", "H", "O", "C", "O", "H", "O", "H", "C", "H", "O", "H", "H", "O", "H", "H", "C", "H", "H", "H", "C", "C", "C", "O", "C", "H", "H", "C", "C", "C", "O", "H", "H", "O", "H", "H", "O", "O", "H", "O", "H", "H", "H", "C", "H", "C", "H", "C", "C", "H", "O", "C", "C", "C", "C", "H", "C", "C", "O", "H", "C", "O", "C", "C", "O", "O", "H", "O", "C", "H", "H", "H", "H", "O", "C", "H", "H", "H", "H", "H", "H", "O", "H", "C", "H", "O", "O", "O", "O", "C", "C", "C", "O", "H", "C", "H", "O", "H", "H", "H", "H", "O", "O", "H", "O", "H", "O", "H", "H", "H", "C", "H", "H", "C", "H", "H", "C", "H", "H", "H", "O", "H", "H", "O", "C", "H", "C", "C", "H", "C", "C", "C", "O", "C", "H", "H", "C", "C", "H", "H", "H", "C"],
  "xyz": [[16.9892, -8.3910, 1.4361], [12.0766, -7.3466, -1.6488], [16.8917, -5.8418, -7.6980], [19.8379, -3.4313, -4.4025], [19.9118, -14.5252, 1.1388], [16.8127, -6.4130, -3.7772], [18.4224, -11.4677, 0.9981], [23.8911, -14.0376, -2.8591], [22.5777, -12.4751, -3.8453], [11.9409, -9.0104, -0.2290], [24.2217, -12.1518, -11.1314], [18.6863, -12.9002, -6.5904], [18.2553, -15.5935, 0.4854], [24.6117, -12.6976, -2.9541], [25.0252, -7.4329, -4.3833], [16.8797, -4.0853, -4.7425], [18.5855, -5.0021, -5.3505], [24.9136, -10.1309, -5.6553], [21.5865, -7.4887, -1.4642], [18.0870, -6.6559, 0.9913], [19.3255, -8.5087, -8.8918], [20.6251, -12.6830, -9.1535], [18.3071, -7.7693, -9.5446], [19.3681, -9.4606, -2.1361], [17.9251, -12.0535, -3.9798], [12.4136, -11.0618, -4.5011], [17.0649, -8.2425, 2.5124], [14.8562, -8.2301, -3.4799], [22.9372, -7.8976, -3.7607], [20.7693, -8.8024, 1.2902], [22.9884, -9.4020, -0.9307], [11.4002, -6.6076, -2.0753], [17.2295, -14.5322, -2.2004], [23.8086, -8.7577, -0.6015], [18.6474, -14.5760, 0.4912], [20.8632, -14.8157, 0.2192], [13.2151, -11.4090, -5.1639], [14.3960, -7.0033, -1.6805], [17.7283, -10.5081, 1.0056], [17.0552, -14.1614, -7.5583], [18.0386, -8.2587, -10.4749], [13.6617, -10.2440, -8.2622], [17.6197, -14.6853, -6.7930], [17.7510, -4.5363, -4.2706], [16.8489, -14.6548, -5.5639], [10.6034, -7.8528, -0.1556], [15.5042, -6.8673, -7.6289], [20.8270, -6.9114, 0.5353], [20.3689, -11.6177, -7.7582], [23.1338, -9.6790, -1.9694], [16.0968, -16.0972, -4.0267], [17.7787, -8.2830, -7.3269], [23.9844, -12.3852, -7.1708], [22.8177, -13.8026, -3.8085], [23.4626, -14.2498, -1.8795], [23.4413, -7.9152, -6.7842], [16.4617, -8.6313, -8.8157], [20.9212, -11.7436, -8.6891], [18.9347, -13.1500, -1.2125], [11.3170, -8.3452, -0.8244], [22.9823, -10.2741, -0.2723], [14.0534, -7.8102, -2.7133], [16.6525, -15.8844, -5.0530], [17.1823, -7.1876, -0.3934], [12.9203, -9.9993, -7.1602], [18.8176, -10.9491, -4.1742], [18.6632, -3.4492, -3.6308], [15.0965, -10.3292, -6.5316], [24.7206, -15.1754, -3.4064], [18.5780, -6.7250, -9.7108], [18.9159, -13.9637, -6.4923], [19.0333, -8.6898, -7.5860], [12.7399, -8.0432, -2.7210], [25.1597, -12.3860, -2.0690], [17.4942, -5.6854, -3.3286], [19.8122, -9.1492, -6.8125], [15.8213, -9.2777, 0.9819], [17.7522, -16.2111, -7.0185], [17.0015, -16.8185, -5.9659], [21.6594, -11.9676, -4.4134], [15.3545, -8.9910, 0.0331], [23.7610, -13.1145, -9.1324], [23.5550, -8.2714, -5.7604], [18.4590, -6.1421, -3.1273], [18.1568, -2.4813, -3.6593], [24.9477, -15.0060, -4.4582], [18.7743, -16.5767, -6.9373], [23.5153, -11.8019, -3.1673], [17.1494, -7.8250, -8.5396], [14.9605, -9.1741, 1.6539], [18.1809, -16.0501, -1.8142], [19.1476, -10.8958, -5.2040], [17.3045, -16.5159, -7.9623], [18.8145, -3.6618, -2.5726], [13.9767, -11.7449, -4.4578], [16.0920, -12.4134, -2.7128], [22.5745, -13.4230, -7.4778], [18.9951, -14.2083, -0.9602], [25.4822, -7.1726, -6.0474], [20.3619, -14.6810, -1.0200], [16.3665, -10.5786, 0.9204], [25.2637, -11.2679, -5.7520], [23.1344, -11.0203, -9.5025], [22.5136, -7.8579, -4.7618], [16.3432, -6.5881, -8.2748], [20.9038, -6.5562, -0.7663], [16.9860, -10.3909, -2.8588], [15.5966, -9.3639, -6.3523], [23.2127, -12.6441, -7.8939], [22.3985, -8.1221, 1.2951], [18.0996, -9.2225, 1.0550], [22.3601, -10.6530, -7.6373], [16.3628, -6.3372, 0.9243], [19.6721, -14.1330, -7.2716], [13.6842, -9.3047, -5.3356], [13.2642, -10.1631, -9.3784], [14.9293, -10.5782, -7.9121], [13.1322, -5.6083, -0.7252], [20.5415, -4.4443, -6.2898], [15.8039, -10.9963, -6.0378], [21.9867, -15.1047, 0.4813], [19.4054, -8.1281, -3.3242], [10.6563, -8.9609, -1.4387], [19.6297, -11.0727, -3.4643], [17.9728, -9.7376, -3.7147], [18.0545, -8.3747, -2.1046], [17.9335, -13.8626, 0.8900], [17.1236, -7.0810, 0.6890], [12.8550, -12.2350, -5.7711], [20.6653, -10.8966, -9.3322], [21.6703, -8.6905, -0.6821], [20.8935, -9.3798, -1.0173], [19.4720, -14.1530, -5.5771], [15.8958, -6.1836, -9.1807], [20.4405, -5.5626, -1.2275], [22.0577, -6.9038, -5.0085], [16.9843, -5.3759, -2.4142], [25.7431, -9.1127, -5.3750], [25.0163, -7.8908, -5.3759], [25.3027, -12.7281, -3.7962], [18.2039, -14.9841, -2.0013], [18.7680, -8.8305, -2.7937], [24.1446, -16.1001, -3.3375], [19.7351, -4.3078, -5.4269], [13.2549, -6.6757, -0.9151], [13.6676, -10.1941, -5.9572], [23.6709, -9.7098, -5.9092], [16.9792, -11.7206, -3.1164], [25.6582, -15.3409, -2.8755], [17.4132, -9.2493, -4.5113], [22.3870, -11.4573, -8.3712], [23.7533, -12.1168, -10.0426], [18.6787, -14.6819, -2.9448], [13.3691, -7.0651, 0.1039], [21.7545, -8.6442, -4.8294], [21.4656, -8.1776, 0.7328]],
  "lowdin_charge": [-0.2766, -0.2865, 0.0858, 0.0829, 0.0669, 0.0773, 0.1755, -0.2871, -0.5646, 0.0900, 0.1631, 0.0686, 0.1351, -0.0799, 0.1256, 0.1490, 0.0642, -0.5623, 0.0713, 0.0849, 0.0689, 0.0870, -0.0686, 0.0670, 0.0583, 0.0817, 0.1583, 0.1614, 0.0703, 0.1273, -0.0074, 0.1541, 0.0722, 0.0943, -0.0902, -0.5727, 0.0024, 0.0478, -0.5426, 0.1506, 0.1385, -0.5598, -0.2620, -0.2781, 0.0633, 0.0941, 0.0835, 0.0628, 0.0599, 0.0649, 0.1618, 0.0738, 0.1074, 0.0853, 0.1492, 0.1565, 0.1421, -0.0134, 0.1400, -0.0255, 0.1007, -0.5560, -0.5712, 0.0689, 0.0912, -0.0658, -0.1004, -0.1012, -0.0193, 0.1383, -0.0248, -0.5461, 0.0981, 0.1412, -0.0197, 0.1490, -0.1004, -0.0752, 0.0640, 0.1436, 0.1229, 0.0692, -0.2672, 0.0678, 0.1292, 0.0919, 0.1321, 0.0431, -0.3098, 0.1337, 0.0950, 0.1084, 0.1301, 0.1212, 0.0791, 0.1435, 0.1321, -0.2894, 0.1319, 0.0769, 0.0789, 0.1362, 0.0791, 0.0032, -0.0090, -0.5611, 0.0557, 0.1118, -0.0702, 0.1364, 0.0683, 0.1327, 0.0906, 0.0789, 0.1220, 0.1634, 0.0603, 0.1339, 0.1550, 0.1339, 0.1467, 0.0899, 0.0932, 0.1120, -0.2517, 0.0762, 0.1201, -0.0102, 0.0938, 0.0848, -0.3141, 0.1270, 0.0956, 0.0959, 0.1539, 0.0921, 0.0918, 0.0858, -0.0769, 0.1205, -0.0214, -0.0027, 0.0893, -0.5664, -0.0985, -0.2886, 0.0688, -0.5924, 0.0919, 0.1380, -0.3129, -0.5529, 0.0832, 0.1226, 0.0832, -0.0719],
  "e_tot_ev": -124657.6427,
  "fmax_ev_per_a": 2.101,
  "homo_ha": -0.3809,
  "gap_ev": 10.225
}



2.
{
  "formula": "C48H74Br2F3NO16S9",
  "method": "the ωB97M-V functional and the def2-TZVPD basis",
  "symbols": ["N", "C", "H", "C", "C", "O", "H", "Br", "C", "C", "C", "O", "H", "C", "H", "H", "H", "O", "C", "H", "C", "H", "H", "C", "C", "C", "C", "H", "C", "C", "C", "H", "H", "H", "F", "H", "H", "H", "C", "C", "S", "H", "C", "H", "C", "C", "H", "C", "H", "H", "H", "O", "H", "C", "S", "H", "H", "H", "O", "O", "O", "H", "H", "C", "H", "C", "C", "H", "H", "Br", "H", "O", "H", "O", "H", "H", "H", "C", "H", "C", "H", "H", "C", "H", "C", "C", "H", "C", "H", "H", "H", "C", "S", "S", "H", "H", "H", "S", "O", "C", "H", "C", "H", "C", "F", "H", "H", "H", "H", "C", "O", "F", "H", "O", "S", "H", "O", "H", "S", "C", "H", "C", "H", "H", "O", "H", "C", "H", "H", "C", "S", "H", "H", "C", "H", "H", "O", "C", "C", "H", "H", "O", "H", "C", "C", "H", "S", "H", "H", "C", "H", "C", "H"],
  "xyz": [[-0.1493, -1.7320, -3.3423], [10.2075, -2.2286, -0.5200], [-2.1401, 0.2217, 4.3028], [-0.2455, 1.1957, -1.0013], [-2.9135, 3.1829, 9.6237], [-1.6254, 3.2544, 2.8583], [4.7691, 1.7010, 3.2602], [-0.3945, 7.2967, -6.0759], [3.9675, -0.8355, 5.4382], [0.6738, 0.7652, -0.0492], [-5.2150, 3.6692, -2.4601], [-2.4271, 2.0936, 7.2781], [-0.1136, 2.8506, -5.6975], [-1.4795, 4.5012, 7.7915], [-2.5395, 2.1975, -5.1950], [5.5862, 0.1553, 0.2359], [2.3173, -0.1546, 1.6488], [-4.0153, -7.1287, 0.9933], [1.9543, -7.0565, -4.8369], [1.5113, -2.2085, -1.3843], [-0.9535, 3.0614, -6.3614], [0.8929, 1.3619, 0.8192], [0.7133, -2.2496, -3.4679], [-0.5304, 0.3861, -2.0991], [1.3226, -0.4552, -0.1834], [1.8013, -7.7855, -3.4947], [2.3320, -0.8878, 0.8499], [-4.0688, 2.0228, 1.1697], [-2.0027, 1.9693, -6.1050], [-0.2282, 5.3880, -5.6804], [-0.8366, -0.0034, -7.1337], [10.6826, -0.0990, -0.6839], [-4.3885, 2.9792, -2.2871], [4.3850, -0.7185, 3.3164], [0.0581, 5.2702, -4.3912], [2.1258, -1.8892, 1.2115], [-3.0633, 5.2298, -1.6934], [-1.7912, 5.3908, 7.2508], [-1.1164, 4.7951, 9.2526], [-4.0720, 1.2317, 4.4914], [-1.7192, 0.9124, -3.3000], [-6.2547, -5.2590, -1.2145], [-0.4078, -1.1141, -4.5906], [3.6257, -1.8510, 5.2564], [4.7334, -0.2531, 4.2406], [10.1243, -0.7740, -0.0373], [0.9065, -8.4101, -3.5186], [4.4381, 1.2524, 4.1956], [2.6070, 2.3818, 4.6709], [4.1044, 1.1850, 0.5580], [9.5647, -3.4260, 1.1947], [-0.4288, -5.1064, -2.7230], [-1.6772, 5.6632, 9.6048], [2.9290, 1.3870, 4.3729], [2.5315, 0.2218, 5.6725], [9.9818, -2.2718, -1.5872], [-0.1187, -6.4182, -4.9977], [-2.4806, -5.7799, -1.5014], [6.6687, -2.1853, -0.0612], [1.3396, -0.5038, 5.3150], [-4.0566, 3.9961, 7.3754], [5.8002, -0.4538, 4.3233], [0.2250, -1.7087, -7.8838], [-5.8606, -6.0385, -1.8691], [-5.9900, 3.1841, -3.0486], [-1.2976, 0.6407, -5.9892], [-1.5074, 3.5621, 10.0789], [-3.1988, 2.1655, 9.8806], [-1.4139, 2.5737, 0.1588], [-2.5967, 5.1547, -7.3901], [-6.5762, -6.1785, -2.6782], [1.0135, 3.8740, 0.4720], [-4.3835, 2.1563, 4.9817], [-1.6520, 0.9536, 1.8473], [-0.3381, 4.9687, -0.9424], [8.4056, 0.4472, 0.5939], [-1.0075, 0.4197, -8.1121], [-4.4810, -5.6169, -2.3943], [-0.8158, 2.7430, 9.8711], [-2.5497, 1.2302, 4.3131], [8.2444, -0.2932, -1.0233], [2.6493, -8.4367, -3.2900], [1.0196, -1.2500, -1.2862], [-6.3556, -7.4173, -0.2350], [-3.5273, -5.7431, -1.2119], [-4.7231, 4.9861, -3.0523], [0.6184, -2.6620, -5.6533], [4.5196, 0.2038, 0.3551], [2.9401, -6.5901, -4.8962], [-0.6638, 4.0128, 7.2615], [-3.7991, 6.7560, -2.1638], [9.1612, -3.0326, 0.2640], [-3.9860, -7.2871, -0.4380], [-5.8786, 4.1206, -0.8606], [-4.5586, 0.1521, 2.6765], [11.2042, -2.6438, -0.3795], [8.7319, -3.8387, -0.3249], [0.9138, -5.2887, -3.2049], [1.1829, 3.5991, -1.9590], [3.7341, -0.8575, 0.2851], [-1.4777, 3.7644, 11.1483], [0.0637, -1.7386, -5.7483], [4.5545, -0.7996, 6.3538], [-4.9265, 5.6360, -0.6734], [-2.1721, 4.3680, -4.8419], [4.1068, -1.7499, -0.2008], [-5.7548, -8.2168, -1.7078], [4.9555, 1.7575, 5.0147], [-5.5701, 5.5784, -3.4059], [-1.0931, 0.0883, -4.7298], [-3.2324, -8.3538, -1.0516], [0.8302, 4.9652, -6.3764], [-3.6894, -4.9471, -0.4859], [1.8629, -4.1978, -3.1908], [-2.2405, 1.9562, 2.7052], [-1.6405, 2.7582, -1.5760], [-5.4561, 3.1588, 0.1270], [-0.0574, 5.0273, 9.3515], [-2.8573, 3.3486, 7.8434], [-3.9567, 2.1771, 2.2413], [-4.3652, 5.5805, 0.2559], [0.8699, -5.9837, -4.8536], [2.6212, -6.4049, -2.0092], [-4.2404, 3.1953, 2.5048], [7.8256, -1.7247, 2.1208], [1.0433, -5.1954, -5.5825], [0.0993, -0.8459, -2.2515], [-5.7698, 1.3591, 3.1135], [-5.6315, 6.4636, -0.6308], [-1.4567, 4.4332, -5.9833], [0.3538, 3.8061, -0.8023], [-0.5655, 3.0110, -7.3694], [-4.0581, 4.8146, -3.8923], [-0.9122, 2.5262, -0.8038], [1.8530, -7.7363, -5.6813], [-3.6578, 3.8871, 9.9941], [-7.2686, 4.4637, -1.0170], [-4.0161, 5.7206, -1.9059], [-0.1531, -1.2069, -7.0081], [-4.1692, -6.2890, -3.1969], [-4.4886, -4.6025, -2.7894], [2.6488, 0.8911, 6.9454], [10.5385, -0.6955, 0.9701], [-5.6692, -7.3365, -1.0737], [-4.7009, 1.1527, 3.0918], [-4.3882, 0.4050, 5.1246], [7.8563, -1.8695, 0.6875], [2.3940, 1.0729, 3.4771], [-2.6995, 1.9268, -6.9377], [8.6397, -0.4222, -0.0160], [-2.0497, 1.8212, 5.0704], [1.6560, -6.7155, -2.4050], [1.0073, -7.0344, -1.5932]],
  "lowdin_charge": [0.1106, -0.2134, 0.1113, -0.2626, -0.2292, -0.3287, 0.1072, 0.7549, -0.2138, -0.0020, -0.2164, -0.3166, 0.1388, -0.2123, 0.0554, 0.0273, 0.0850, -0.3256, -0.2172, 0.1152, -0.1758, 0.1108, 0.0871, -0.3669, -0.1846, -0.2082, -0.1337, 0.0748, -0.1659, -0.9269, -0.0455, 0.1152, 0.0949, 0.1017, 0.0621, 0.1232, 0.1006, 0.1037, -0.2122, -0.2067, 1.0836, 0.1162, -0.2313, 0.1013, -0.2055, -0.2205, 0.1191, -0.2138, 0.1092, 0.0695, 0.1036, -0.3173, 0.1156, -0.2221, 0.6573, 0.1165, 0.1110, 0.0793, -0.3231, -0.3267, -0.3235, 0.1119, 0.1007, -0.2159, 0.1107, -0.2457, -0.2188, 0.1080, 0.0724, 0.7779, 0.1112, -0.3420, 0.1073, -0.3134, 0.0718, 0.1074, 0.1128, -0.2185, 0.1215, -0.2177, 0.1106, 0.1147, 0.0474, 0.1000, -0.2270, -0.2092, 0.0980, 0.0108, 0.1196, 0.1073, 0.1175, -0.2175, 0.6607, 0.6826, 0.1195, 0.1130, 0.1010, 0.6659, -0.3378, -0.1603, 0.1143, -0.0197, 0.1015, -0.2065, -0.0168, 0.0913, 0.1013, 0.1172, 0.1240, -0.3752, -0.3297, 0.0448, 0.1127, -0.3284, 0.6686, 0.0531, -0.3337, 0.1141, 0.6687, -0.2477, 0.1023, -0.2260, 0.1063, 0.1065, -0.3204, 0.0976, -0.2136, 0.1173, 0.1053, -0.8052, 0.6754, 0.1234, 0.0881, -0.2205, 0.1158, 0.1070, -0.3119, -0.2029, -0.0742, 0.1180, 0.1169, -0.3306, 0.1194, -0.2226, -0.2058, 0.1170, 0.6532, 0.0873, 0.1192, -0.2353, 0.0699, -0.2098, 0.1066],
  "e_tot_ev": -330978.3381,
  "fmax_ev_per_a": 1.378,
  "homo_ha": -0.2690,
  "gap_ev": 7.685
}